Record 1
{
  "formula": "C3H4Cl3F",
  "method": "ωB97M-V/def2-TZVPD",
  "energy_ha": -1597.0991,
  "gap_ha": 0.4151,
  "smiles": "FC(Cl)(CCl)CCl",
  "e_above_lowest_kcal_mol": 29.14,
  "total_charge": 0,
  "homo_energy_ev": -10.99,
  "elements": ["F", "C", "Cl", "C", "Cl", "C", "Cl", "H", "H", "H", "H"],
  "positions_angstrom": [[0.386, -0.185, 1.651], [-0.018, 0.241, 0.411], [-0.125, 2.170, 0.361], [-1.388, -0.346, -0.188], [-2.916, 0.425, 0.483], [1.255, -0.127, -0.270], [2.783, 0.472, 0.414], [-1.010, -0.260, -1.253], [-1.515, -1.436, 0.040], [1.196, 0.363, -1.355], [1.351, -1.316, -0.295]],
  "lowdin_charge": [-0.058, -0.838, 0.525, -0.512, 0.520, -0.655, 0.585, 0.099, 0.086, 0.112, 0.135]
}

Record 2
{
  "formula": "C3H4ClF",
  "method": "ωB97M-V/def2-TZVPD",
  "energy_ha": -676.7181,
  "gap_ha": 0.4114,
  "smiles": "FC1(Cl)CC1",
  "e_above_lowest_kcal_mol": 14.65,
  "total_charge": 0,
  "homo_energy_ev": -10.20,
  "elements": ["F", "C", "Cl", "C", "C", "H", "H", "H", "H"],
  "positions_angstrom": [[0.203, 1.892, -0.078], [0.533, 0.542, -0.007], [2.251, 0.183, 0.006], [-0.354, -0.404, -0.766], [-0.454, -0.288, 0.738], [0.287, -1.268, -1.157], [-1.227, -0.024, -1.259], [-0.091, -1.089, 1.392], [-1.149, 0.457, 1.131]],
  "lowdin_charge": [-0.020, -0.883, 0.678, -0.109, -0.116, 0.126, 0.099, 0.109, 0.116]
}

Record 3
{
  "formula": "C3H4ClF",
  "method": "ωB97M-V/def2-TZVPD",
  "energy_ha": -676.6780,
  "gap_ha": 0.3937,
  "smiles": "C=C=CF.Cl",
  "e_above_lowest_kcal_mol": 39.81,
  "total_charge": 0,
  "homo_energy_ev": -10.02,
  "elements": ["C", "C", "C", "F", "H", "H", "H", "Cl", "H"],
  "positions_angstrom": [[-1.977, -0.336, 0.349], [-0.968, 0.305, -0.191], [0.218, 0.691, -0.519], [1.022, 1.526, 0.283], [-2.937, 0.104, 0.424], [-1.828, -1.391, 0.522], [0.618, 0.772, -1.573], [2.951, -1.316, -0.063], [2.902, -0.355, 0.768]],
  "lowdin_charge": [0.038, -0.079, -0.177, -0.070, 0.048, 0.068, 0.128, 0.297, -0.253]
}

Record 4
{
  "formula": "C3H4ClF",
  "method": "ωB97M-V/def2-TZVPD",
  "energy_ha": -676.5753,
  "gap_ha": 0.3025,
  "e_above_lowest_kcal_mol": 104.30,
  "total_charge": 0,
  "homo_energy_ev": -9.27,
  "elements": ["C", "C", "C", "F", "Cl", "H", "H", "H", "H"],
  "positions_angstrom": [[0.853, -0.413, 0.912], [0.591, -1.080, -0.147], [-3.430, 0.124, -0.055], [1.348, -1.861, -0.879], [-4.997, 0.403, 0.369], [1.775, -0.453, 1.353], [0.129, 0.260, 1.114], [-0.418, -0.956, -0.465], [-3.346, -0.910, -0.407]],
  "lowdin_charge": [0.041, -0.267, -0.484, 0.054, 0.575, 0.045, 0.028, 0.085, -0.077]
}

Record 5
{
  "formula": "C3H4ClF2NS",
  "method": "ωB97M-V/def2-TZVPD",
  "energy_ha": -1229.5097,
  "gap_ha": 0.3567,
  "smiles": "C/C(=N\\S)C(F)(F)Cl",
  "e_above_lowest_kcal_mol": 31.65,
  "total_charge": 0,
  "homo_energy_ev": -9.66,
  "elements": ["C", "C", "N", "S", "C", "F", "F", "Cl", "H", "H", "H", "H"],
  "positions_angstrom": [[0.153, -1.156, 0.747], [-0.004, 0.146, -0.021], [0.798, 0.956, -0.646], [2.518, 0.677, 0.080], [-1.437, 0.553, -0.367], [-1.625, 1.775, -0.995], [-2.307, 0.721, 0.623], [-2.124, -0.705, -1.597], [0.967, -1.131, 1.681], [-0.780, -1.426, 1.096], [0.662, -1.853, 0.172], [3.179, 1.444, -0.774]],
  "lowdin_charge": [-0.063, -0.466, -0.159, 0.707, -0.771, 0.011, 0.078, 0.609, 0.142, 0.042, 0.054, -0.184]
}

Record 6
{
  "formula": "C3H4ClFO",
  "method": "ωB97M-V/def2-TZVPD",
  "energy_ha": -751.9674,
  "gap_ha": 0.3899,
  "smiles": "O=CC[C@H](F)Cl",
  "e_above_lowest_kcal_mol": 14.77,
  "total_charge": 0,
  "homo_energy_ev": -9.86,
  "elements": ["O", "C", "C", "C", "F", "Cl", "H", "H", "H", "H"],
  "positions_angstrom": [[-0.702, 1.627, -0.818], [-1.170, 0.776, -0.123], [-0.290, -0.411, 0.479], [1.035, -0.345, -0.127], [1.526, 0.926, -0.112], [1.200, -0.767, -1.773], [-2.219, 0.780, 0.164], [-0.884, -1.376, 0.268], [-0.128, -0.241, 1.600], [1.632, -0.969, 0.442]],
  "lowdin_charge": [0.060, -0.234, -0.143, -0.848, -0.056, 0.740, 0.108, 0.147, 0.147, 0.078]
}